Arrangement A

The following is a DFT calculation (ωB97M-V/def2-TZVPD) of a 9-piece molecular cluster, C16H45BF4NO7 overall.

XYZ file:
```
74
Properties=species:S:1:pos:R:3:mulliken_charge:R:1
F -33.699 -77.017 70.835 -0.4610
F -32.622 -76.693 72.875 -0.4594
F -31.689 -77.997 71.276 -0.3217
F -31.843 -75.697 70.887 -0.2073
O -33.296 -78.543 74.474 -0.4765
O -33.369 -77.137 68.207 -0.4339
O -29.155 -76.233 70.436 -0.5748
O -32.740 -72.472 68.888 -0.6353
O -31.341 -72.996 71.210 -0.5232
O -36.367 -76.642 71.885 -0.5806
O -30.465 -75.597 74.101 -0.3735
N -27.929 -81.042 74.198 -0.4835
C -34.545 -78.448 75.088 0.0638
C -32.909 -78.424 67.871 -0.1602
C -34.789 -72.661 70.148 -0.8812
C -29.620 -79.046 73.557 -0.4435
C -29.347 -75.019 76.184 -1.6462
C -30.798 -72.526 72.436 0.0844
C -27.928 -76.780 68.351 -1.1657
C -32.157 -78.228 66.421 -1.2171
C -34.668 -77.575 76.199 -0.9013
C -30.711 -71.016 72.454 -1.3788
C -29.136 -77.084 69.324 -0.0525
C -36.545 -75.698 72.903 0.5700
C -33.816 -73.327 69.260 0.3252
C -28.653 -80.181 73.909 0.1716
C -30.506 -75.690 75.429 0.1259
C -37.805 -74.962 72.910 -1.5079
B -32.405 -76.825 71.436 0.5340
H -30.194 -77.093 68.629 -0.1671
H -30.432 -70.843 73.376 0.5246
H -35.658 -77.514 76.536 0.4136
H -31.510 -75.428 75.768 0.2111
H -35.552 -76.377 71.413 0.2393
H -35.074 -78.005 74.187 -0.0807
H -35.396 -73.332 70.501 0.2014
H -28.389 -75.242 75.861 0.4146
H -35.107 -71.744 69.563 0.2910
H -31.854 -70.648 71.999 0.1804
H -33.469 -79.226 67.710 0.5616
H -33.924 -78.082 76.997 0.2922
H -28.042 -75.747 68.011 0.2751
H -29.357 -75.434 77.176 0.4186
H -30.323 -79.179 74.372 0.1902
H -33.601 -77.329 69.057 0.1707
H -34.216 -72.299 71.015 0.1650
H -37.877 -74.607 73.839 0.4758
H -32.932 -77.975 65.582 0.2791
H -33.299 -74.120 69.812 -0.4627
H -34.038 -76.551 76.069 0.0557
H -31.147 -76.098 73.662 0.2820
H -29.461 -74.030 76.319 0.4082
H -29.748 -72.965 72.653 0.2308
H -27.012 -76.905 68.972 0.2922
H -34.328 -73.631 68.427 0.5397
H -31.775 -79.175 66.346 0.4253
H -31.445 -77.351 66.580 0.2822
H -35.654 -74.991 72.835 0.1059
H -29.414 -78.055 73.336 0.4485
H -34.891 -79.437 75.162 0.3471
H -36.643 -76.079 74.007 -0.0160
H -31.505 -73.964 71.280 0.2457
H -30.439 -79.202 72.778 0.1322
H -32.130 -78.778 68.609 0.0858
H -30.076 -70.514 71.703 0.2955
H -31.487 -72.864 73.213 0.2746
H -32.124 -72.703 69.637 0.5575
H -29.252 -77.882 69.750 0.6704
H -30.627 -76.761 75.834 0.2168
H -38.609 -75.593 72.674 0.3436
H -27.717 -77.486 67.523 0.3608
H -33.137 -78.194 73.770 0.3260
H -30.038 -76.031 70.474 0.2209
H -37.818 -73.975 72.392 0.2853
```

Its total charge is -1. Its spin multiplicity is 1. For the HOMO-LUMO gap, the calculation gives 9.800 eV. The value obtained for the LUMO energy is 2.720 eV.

---

Arrangement B

The following is a DFT calculation (ωB97M-V/def2-TZVPD) of a 9-piece molecular cluster, C16H45BF4NO7 overall.

XYZ file:
```
74
Properties=species:S:1:pos:R:3:mulliken_charge:R:1
F -1.485 0.462 -0.488 -0.2289
F -0.360 -0.507 1.037 -0.1901
F 0.509 1.194 -0.357 -0.2545
F 0.132 -1.044 -1.159 0.2119
O -2.868 2.766 -0.276 -0.5872
O -1.371 -3.118 -1.704 -0.5933
O 2.130 2.256 1.576 -0.4802
O 0.424 -1.826 3.239 -0.5320
O -5.205 -1.155 2.450 -0.5450
O 1.641 2.760 -2.201 -0.5270
O 2.558 -1.881 -0.814 -0.6467
N 1.279 -0.193 -6.579 -0.4507
C -2.559 -2.359 -2.250 0.4062
C 1.653 2.119 2.891 0.6100
C -3.690 -3.418 -2.155 -1.3230
C 1.877 -2.132 3.323 0.3639
C -4.014 -0.383 1.936 0.1674
C -1.896 3.615 -0.111 0.8894
C 1.174 -0.236 -5.471 0.1391
C 1.560 -3.983 -0.020 -1.2383
C -2.277 5.013 -0.385 -1.2458
C 0.907 -0.497 -3.988 -0.0681
C 2.383 -3.277 -1.125 -0.6034
C 3.123 2.567 -4.048 -1.1866
C -4.010 1.022 2.590 -0.8890
C 2.632 2.741 3.836 -1.2938
C 2.011 -3.386 4.235 -1.5690
C 2.898 2.285 -2.602 0.1728
B -0.353 0.022 -0.227 -0.2182
H 1.656 2.003 0.898 0.2558
H -3.103 1.627 2.202 0.0794
H -2.971 5.183 0.442 0.3273
H 0.396 -0.916 2.672 0.2640
H 3.072 -3.593 4.240 0.4222
H -2.525 1.894 -0.241 0.5534
H -0.676 -2.489 -1.566 0.2636
H -1.118 3.230 -0.863 -0.1765
H -5.017 1.556 2.323 0.2679
H -1.133 3.488 0.825 -0.1787
H 1.920 -3.085 5.207 0.5085
H 1.431 0.887 3.057 -0.3587
H 2.247 2.655 4.761 0.4578
H -3.918 -3.746 -0.985 0.2215
H 2.130 -2.408 2.402 -0.0003
H -1.316 5.815 -0.264 0.2399
H -4.039 -0.315 0.878 0.1681
H 3.266 -3.576 -1.255 0.7918
H -2.317 -1.873 -3.206 0.2711
H 0.727 0.545 -3.781 0.0320
H 1.603 -0.819 -3.487 0.3021
H 3.713 2.255 3.696 0.2403
H 1.898 -3.194 -2.100 0.1826
H -3.909 0.979 3.700 0.4141
H 1.394 2.339 -1.396 0.2836
H -2.739 5.368 -1.358 0.2973
H -5.131 -1.009 3.334 0.2965
H 0.662 2.565 2.955 0.2345
H 3.074 3.547 -3.988 0.3747
H 2.365 -4.151 0.670 0.3316
H 2.645 3.777 3.384 0.2959
H -4.551 -2.864 -2.283 0.4719
H 4.075 2.353 -4.444 0.3713
H 3.795 2.624 -1.896 0.2965
H 2.405 -1.271 3.809 0.2089
H -2.578 -1.565 -1.384 -0.2632
H 2.215 2.026 -4.508 0.1496
H 1.685 -1.517 -0.785 0.2847
H 2.959 1.140 -2.454 0.0091
H -0.057 -1.200 -3.792 0.0258
H -2.998 -0.819 2.240 0.0457
H 1.305 -4.908 -0.377 0.4804
H 1.429 -4.282 4.035 0.3087
H -3.460 -4.204 -2.866 0.3662
H 0.689 -3.476 0.399 0.2910
```

Its total charge is -1. Its spin multiplicity is 1. For the HOMO-LUMO gap, the calculation gives 9.708 eV. The value obtained for the LUMO energy is 2.826 eV.

---

Quick one: most stable of them? arrangement B

---

Arrangement A

The following is a DFT calculation (ωB97M-V/def2-TZVPD) of an isolated ion of composition C4H5O4S and charge -1.

XYZ file:
```
14
Properties=species:S:1:pos:R:3:mulliken_charge:R:1
S -3.446 -0.204 -0.126 1.1367
O -3.730 -1.048 1.066 -0.6668
O -4.423 0.800 -0.330 -0.6334
O -1.955 2.028 0.466 -0.5390
O -2.995 -0.876 -1.378 -0.6657
C -0.421 -0.961 0.999 -0.8745
C 0.362 0.765 -0.701 -1.4338
C -0.671 0.092 0.250 0.7321
C -1.885 0.836 0.331 0.2167
H 0.169 0.669 -1.690 0.3563
H -1.110 -1.365 1.818 0.2432
H 1.252 0.280 -0.627 0.4558
H 0.424 1.770 -0.357 0.3296
H 0.536 -1.382 0.986 0.3429
```

Its total charge is -1. Its spin multiplicity is 1. As for the SMILES: C=C(C)C(=O)S(=O)(=O)[O-]. For the HOMO-LUMO gap, the calculation gives 8.516 eV. The value obtained for the LUMO energy is 3.643 eV.

---

Arrangement B

The following is a DFT calculation (ωB97M-V/def2-TZVPD) of an isolated ion of composition C4H5O4S and charge -1.

XYZ file:
```
14
Properties=species:S:1:pos:R:3:mulliken_charge:R:1
S 1.593 -1.660 -0.076 -0.6357
O 0.982 0.859 0.909 -0.4972
O -0.360 0.349 2.727 -0.5288
O -1.853 -0.807 0.441 -0.6380
O 1.666 -0.499 2.604 -0.5324
C -0.860 -0.271 -1.722 -1.1054
C 0.588 -0.068 1.834 0.5293
C 0.469 -0.438 0.442 0.4297
C -0.867 -0.578 -0.234 0.5152
H -1.069 0.779 -2.121 0.2471
H 2.073 -1.221 2.107 0.2956
H -1.090 0.565 2.147 0.3230
H 0.196 -0.250 -2.041 0.3045
H -1.723 -0.901 -2.037 0.2930
```

Its total charge is -1. Its spin multiplicity is 1. As for the SMILES: CC(=O)[C@@]1([S-])OC1(O)O. For the HOMO-LUMO gap, the calculation gives 7.383 eV. The value obtained for the LUMO energy is 3.697 eV.

---

Quick one: most stable of them? arrangement A

---

Arrangement A

The following is a DFT calculation (ωB97M-V/def2-TZVPD) of one molecule with the formula C2H3NOS.

XYZ file:
```
8
Properties=species:S:1:pos:R:3:mulliken_charge:R:1
S 0.394 -0.888 1.348 -0.1371
O 0.679 -0.316 -1.436 -0.4151
N -2.315 0.372 -0.249 -0.3657
C 0.222 0.175 -0.253 0.0382
C -1.176 0.329 -0.231 0.1623
H 1.298 -0.987 -1.452 0.2989
H 0.185 0.145 2.102 0.1875
H 0.714 1.170 0.171 0.2310
```

Its spin multiplicity is 3. For the HOMO-LUMO gap (spin up / spin down), the calculation gives 5.951 / 7.386 eV. The value obtained for the LUMO energy (spin up / spin down) is 0.357 / -3.484 eV. As for the expectation value of S²: 2.007.

---

Arrangement B

The following is a DFT calculation (ωB97M-V/def2-TZVPD) of one molecule with the formula C2H3NOS.

XYZ file:
```
8
Properties=species:S:1:pos:R:3:mulliken_charge:R:1
S 2.117 0.079 -0.039 -0.0569
O 0.180 -1.574 -0.241 -0.4090
N -0.420 0.671 -0.030 -0.4755
C 0.731 1.089 -0.152 -0.0424
C -0.708 -0.701 0.049 -0.0147
H 0.856 2.114 -0.166 0.3991
H -1.506 -0.926 -0.593 0.3294
H -1.250 -0.751 1.173 0.2700
```

Its spin multiplicity is 3. For the HOMO-LUMO gap (spin up / spin down), the calculation gives 10.408 / 6.849 eV. The value obtained for the LUMO energy (spin up / spin down) is 0.894 / -2.577 eV. As for the expectation value of S²: 2.014.

---

Quick one: most stable of them? arrangement B

---

Arrangement A

The following is a DFT calculation (ωB97M-V/def2-TZVPD) of CHCrO2 as an isolated structure.

XYZ file:
```
5
Properties=species:S:1:pos:R:3:mulliken_charge:R:1
Cr 1.251 -0.044 0.046 1.4772
O -0.393 1.084 0.032 -0.4286
O -0.377 -1.077 -0.067 -0.5802
C -1.261 0.206 -0.027 0.1827
H -0.864 -1.897 0.058 0.3489
```

Its total charge is +1. Its spin multiplicity is 5. For the HOMO-LUMO gap (spin up / spin down), the calculation gives 7.334 / 7.997 eV. The value obtained for the LUMO energy (spin up / spin down) is -7.209 / -6.638 eV. As for the expectation value of S²: 6.033.

---

Arrangement B

The following is a DFT calculation (ωB97M-V/def2-TZVPD) of CHCrO2 as an isolated structure.

XYZ file:
```
5
Properties=species:S:1:pos:R:3:mulliken_charge:R:1
Cr 1.798 0.907 0.081 1.2444
O -1.382 0.155 -0.068 -0.4393
O 0.510 -0.579 0.030 -0.6723
C -0.210 0.617 -0.025 0.3464
H -0.716 -1.100 -0.017 0.5208
```

Its total charge is +1. Its spin multiplicity is 5. For the HOMO-LUMO gap (spin up / spin down), the calculation gives 8.248 / 9.093 eV. The value obtained for the LUMO energy (spin up / spin down) is -7.474 / -6.728 eV. As for the expectation value of S²: 6.048.

---

Quick one: most stable of them? arrangement A